{
  "formula": "CH4BrP",
  "method": "wB97M-V/def2-TZVPD",
  "homo_energy_ev": -9.32,
  "orbital_gap_ev": 10.020,
  "spin_multiplicity": 1,
  "fmax_ev_per_a": 1.1,
  "e_tot_ha": -2955.86879,
  "e_above_lowest_kj_mol": 0.0,
  "symbols": ["C", "P", "Br", "H", "H", "H", "H"],
  "positions_angstrom": [[-0.47846, -0.10396, 0.24492], [1.07888, -0.67704, -0.48211], [0.54853, -2.71565, -1.17632], [-1.22544, -0.25641, -0.53586], [-0.29556, 0.98552, 0.44033], [-0.71944, -0.69104, 1.13288], [0.73840, 0.07039, -1.67481]],
  "forces_ev_per_a": [[-0.100, 0.184, -0.023], [0.562, 0.792, -0.579], [-0.194, -0.159, -0.154], [-0.300, 0.281, 0.434], [-0.455, -0.929, 0.067], [-0.080, 0.415, 0.059], [0.567, -0.585, 0.196]]
}